(1)
Below is a molecular structure, C30H32BCdN10O9P2, with properties calculated with ωB97M-V/def2-TZVPD.

Its HOMO-LUMO gap (spin up / spin down) is 0.166 / 0.166 Ha. As for the spin multiplicity: 2. The total energy is -88783.3270 eV. Its expectation value of S² is 0.795. Its energy above the lowest of the compared OMol25 structures with the same formula, charge and spin is 64.96 kcal per mole. For the largest force on an atom, the calculation gives 3.8 eV Å⁻¹. As for the net charge: -2.

Geometry as XYZ:
```
85
Properties=species:S:1:pos:R:3:forces:R:3
Cd -0.528 -0.141 -0.198 0.27 -0.13 0.93
C -2.784 2.095 -2.856 1.80 -0.68 0.19
C -1.566 1.185 -3.224 -0.57 0.18 -2.70
C -1.342 0.955 -4.636 0.28 0.56 0.83
C -0.296 0.054 -4.727 -0.27 -0.18 0.40
N 0.035 -0.330 -3.457 0.74 1.37 0.17
N -0.677 0.495 -2.519 -0.25 -1.51 -0.81
B 1.395 -1.160 -3.007 -1.40 0.24 1.86
N 0.878 -2.400 -2.228 -0.49 -1.98 1.92
C 1.225 -3.705 -2.389 -1.15 -0.23 0.54
C 0.423 -4.569 -1.615 0.91 2.00 -0.65
C -0.375 -3.647 -0.871 1.65 1.32 -2.21
C -1.459 -4.036 0.001 -0.87 0.97 2.33
N -0.067 -2.375 -1.211 -0.61 -0.41 -0.63
N 2.198 -0.240 -2.084 1.68 2.50 -0.95
C 3.029 0.832 -2.471 -0.22 -0.75 1.39
C 3.257 1.591 -1.328 -0.08 -0.10 -0.76
C 2.465 1.052 -0.305 -0.49 -1.50 -0.63
C 2.242 1.597 1.074 -0.92 -0.08 0.05
N 1.884 -0.053 -0.790 -1.45 0.04 1.02
N 2.218 -1.695 -4.141 0.82 -0.58 -3.19
C 1.686 -2.404 -5.239 -0.97 1.33 0.44
C 2.339 -1.985 -6.390 0.04 -0.95 0.07
C 3.431 -1.181 -5.914 -1.99 -0.63 1.58
C 4.502 -0.618 -6.745 1.68 1.30 2.16
N 3.358 -1.007 -4.568 -1.11 -0.71 -2.09
H -2.474 3.139 -2.956 0.07 -0.04 0.25
H -2.998 1.896 -1.814 -0.59 0.33 0.08
H -3.632 1.980 -3.559 0.56 -0.49 0.49
H -1.832 1.592 -5.377 0.24 -0.70 -0.01
H 0.237 -0.357 -5.616 -0.58 0.37 1.06
H 2.019 -3.949 -3.033 0.71 -0.31 -0.78
H 0.454 -5.661 -1.653 -0.09 0.60 0.29
H -0.966 -4.578 0.823 -0.64 -0.41 -0.18
H -2.137 -4.630 -0.602 -0.26 -0.36 0.38
H -2.019 -3.196 0.524 0.77 -0.75 -1.02
H 3.478 0.927 -3.453 -0.35 -0.21 0.39
H 3.946 2.406 -1.193 -0.06 0.22 -0.27
H 2.994 2.363 1.087 0.22 0.68 0.82
H 2.377 0.892 1.915 0.12 0.12 -0.60
H 1.209 2.041 1.238 1.26 -0.46 -0.41
H 0.741 -3.019 -5.169 1.34 0.91 0.19
H 2.052 -2.281 -7.446 0.71 0.38 1.58
H 5.441 -0.871 -6.191 -0.40 0.23 -0.68
H 4.480 0.507 -6.732 -0.12 -1.04 -0.48
H 4.548 -1.070 -7.704 -0.07 -0.06 -0.96
O -0.230 -1.105 1.990 -0.17 0.10 -0.49
C 0.737 -1.701 2.512 3.64 -1.17 0.22
C 1.898 -2.292 1.713 -1.22 0.75 0.92
C 3.008 -2.862 2.336 -2.50 0.28 0.64
C 2.931 -3.160 3.735 0.90 -0.37 -0.31
C 1.871 -2.757 4.514 0.68 0.31 -0.75
C 0.974 -1.827 3.976 -2.25 0.39 -1.20
C 0.255 -0.980 4.872 -1.06 -0.34 0.94
N -0.189 0.204 4.563 1.50 -0.09 -2.56
N -0.624 1.129 5.299 -0.66 -0.75 1.29
C -0.373 2.360 4.623 -1.68 1.06 0.44
O 0.744 2.621 4.250 0.60 0.43 -0.58
C -1.584 3.224 4.556 1.71 -0.66 0.66
C -2.538 3.144 5.545 -1.09 -0.35 1.33
C -3.539 4.122 5.685 -0.07 -1.23 0.53
C -3.536 5.192 4.790 -0.37 1.33 -0.37
C -2.638 5.304 3.759 -0.04 0.08 0.43
C -1.742 4.160 3.459 0.10 0.85 -0.18
H 1.803 -2.174 0.622 0.36 -0.03 0.59
H 3.811 -3.191 1.719 0.70 -0.23 -0.19
H 3.775 -3.627 4.241 -0.15 -0.28 -0.26
H 1.814 -3.073 5.555 0.09 0.46 -0.06
H 0.101 -1.323 5.889 0.52 -0.08 0.77
H -2.509 2.313 6.304 0.19 0.97 -0.98
H -4.298 4.019 6.475 0.41 0.17 -0.38
H -4.266 6.027 4.939 0.58 -0.71 -0.13
H -2.712 6.169 3.091 0.31 -0.36 0.14
H -0.813 4.425 2.937 -0.20 -0.12 0.26
O -4.437 -1.239 2.348 -0.23 -0.03 0.04
P -3.728 -0.188 1.402 1.55 1.02 -0.40
O -4.944 0.528 0.683 1.11 -0.13 -0.88
O -2.644 -0.776 0.549 -1.48 -0.12 0.18
O -3.086 0.981 2.287 -0.34 -0.98 -0.25
P -2.330 2.183 1.423 0.67 2.01 -0.60
O -3.144 2.368 0.138 -0.48 -0.74 1.00
O -2.532 3.411 2.385 -0.62 -1.44 -2.13
O -0.884 1.845 1.103 -0.66 -0.67 0.20
H -5.403 -1.148 2.320 0.43 0.12 0.07
H -4.390 1.252 0.160 -0.68 0.11 0.69
```
Positions in Å, forces in eV/Å.

(2)
Below is a molecular structure, C30H32BaN11O8PS5, with properties calculated with ωB97M-V/def2-TZVPD.

Its HOMO-LUMO gap is 0.227 Ha. The total energy is -128568.4476 eV. Its energy above the lowest of the compared OMol25 structures with the same formula, charge and spin is 0.00 kcal per mole. For the largest force on an atom, the calculation gives 0.3 eV Å⁻¹. As for the net charge: -2.

Geometry as XYZ:
```
88
Properties=species:S:1:pos:R:3:forces:R:3
Ba -0.215 0.338 0.794 0.30 0.07 -0.13
C 2.908 -3.206 -3.673 0.03 -0.02 -0.01
N 2.324 -2.076 -2.982 0.04 0.00 -0.08
C 1.616 -1.071 -3.581 0.04 -0.02 0.03
C 1.096 -0.318 -2.569 -0.08 0.00 0.05
N 1.453 -0.853 -1.362 0.05 -0.01 -0.10
C 2.196 -1.910 -1.636 -0.08 0.02 0.13
P 3.094 -2.946 -0.452 0.01 -0.02 -0.07
C 3.996 -1.698 0.523 -0.02 -0.02 -0.03
N 4.313 -1.933 1.778 0.01 0.01 0.04
C 5.035 -0.843 2.182 -0.02 0.00 -0.03
C 5.167 0.040 1.151 0.00 -0.01 -0.01
N 4.516 -0.520 0.083 0.01 0.01 0.04
C 4.459 0.065 -1.249 0.00 0.03 -0.03
C 1.783 -3.325 0.743 -0.04 -0.04 0.02
N 1.052 -2.479 1.445 -0.02 0.06 0.02
C 0.251 -3.244 2.248 0.02 0.00 0.01
C 0.497 -4.566 2.017 -0.03 -0.01 -0.03
N 1.476 -4.614 1.065 0.01 -0.03 0.00
C 1.928 -5.822 0.405 0.02 0.01 0.00
H 3.127 -2.908 -4.697 0.00 0.00 -0.01
H 2.208 -4.044 -3.672 -0.01 0.01 0.00
H 3.832 -3.511 -3.185 -0.01 0.01 0.00
H 1.507 -0.986 -4.648 0.00 -0.01 0.00
H 0.488 0.566 -2.637 0.00 -0.01 -0.03
H 5.392 -0.744 3.193 0.00 0.00 0.00
H 5.598 1.023 1.083 0.00 0.00 0.00
H 5.181 0.876 -1.287 0.01 0.00 0.00
H 3.474 0.476 -1.456 0.02 0.01 0.00
H 4.724 -0.683 -1.998 -0.01 0.00 0.01
H -0.467 -2.796 2.912 0.01 0.01 -0.01
H 0.057 -5.461 2.422 0.00 0.00 0.00
H 1.841 -6.653 1.103 0.00 -0.01 0.00
H 2.968 -5.713 0.109 0.00 0.00 0.00
H 1.320 -6.018 -0.480 0.00 0.01 0.01
O -0.949 3.144 4.374 0.00 -0.03 0.00
S -1.249 2.040 3.492 0.11 0.02 -0.07
O -1.546 2.414 2.112 -0.03 0.18 -0.03
O -0.263 0.957 3.518 -0.04 -0.03 0.16
C -2.800 1.359 4.155 -0.02 -0.07 -0.05
C -3.247 1.972 5.319 -0.01 0.00 0.01
C -4.427 1.586 5.939 0.00 0.00 0.00
C -5.187 0.569 5.392 0.00 0.00 0.01
C -4.754 -0.056 4.232 0.01 0.00 0.00
C -3.573 0.319 3.604 0.08 0.07 0.03
S -3.167 -0.636 2.129 0.03 -0.08 -0.09
O -3.089 0.302 1.015 -0.13 0.01 -0.08
O -4.224 -1.620 2.010 0.00 0.02 0.02
O -1.849 -1.220 2.390 -0.13 -0.09 0.12
H -2.644 2.771 5.723 0.00 0.00 0.00
H -4.746 2.087 6.846 0.00 0.00 0.00
H -6.113 0.257 5.861 0.00 0.00 0.00
H -5.324 -0.858 3.785 -0.01 0.00 0.01
O -1.240 4.007 -2.171 -0.02 -0.03 -0.05
C -0.427 3.335 -1.337 0.03 0.07 0.04
O -0.349 2.125 -1.379 -0.04 -0.14 0.16
C 0.297 4.222 -0.392 0.01 -0.03 -0.01
C -0.271 5.482 -0.150 -0.01 -0.01 -0.01
C 0.274 6.370 0.748 -0.01 -0.01 -0.01
C 1.434 5.995 1.427 0.01 0.00 0.01
C 2.011 4.769 1.196 -0.01 -0.01 -0.01
C 1.479 3.825 0.287 0.04 0.00 0.00
S 2.358 2.329 0.099 -0.16 0.04 0.01
H -1.178 5.738 -0.679 0.00 0.01 0.01
H -0.200 7.325 0.937 0.00 0.00 0.00
H 1.879 6.664 2.156 0.00 0.00 0.00
H 2.903 4.474 1.733 0.00 0.01 0.00
N -1.335 -2.075 -0.678 -0.03 0.08 0.06
N -1.561 -2.097 -2.061 0.09 -0.10 -0.01
C -1.108 -3.054 -2.858 0.00 -0.05 0.03
N -1.272 -2.824 -4.180 -0.01 -0.02 -0.03
S -0.379 -4.496 -2.305 0.02 0.01 0.01
H -0.553 -2.696 -0.479 -0.01 -0.04 -0.03
H -2.149 -2.451 -0.197 0.01 -0.01 0.02
H -1.879 -1.194 -2.473 -0.05 0.07 -0.04
H -1.391 -1.868 -4.524 0.00 0.04 0.01
H -0.811 -3.478 -4.786 0.01 0.00 0.00
S -1.097 0.414 -5.356 -0.02 0.02 0.06
C -1.851 1.117 -3.971 -0.02 0.00 -0.10
N -1.920 2.486 -3.953 0.01 -0.02 0.06
C -2.354 3.273 -2.853 -0.02 0.04 -0.01
C -3.152 2.441 -1.929 0.02 0.00 -0.05
C -3.099 1.106 -2.042 -0.03 -0.01 0.05
N -2.404 0.409 -3.010 0.02 0.07 -0.03
H -1.488 2.943 -4.739 0.02 -0.01 0.00
H -2.894 4.147 -3.221 -0.01 0.01 0.00
H -3.698 2.919 -1.129 0.00 -0.01 0.01
H -3.620 0.489 -1.320 0.00 0.01 0.00
```
Positions in Å, forces in eV/Å.

(3)
Below is 7 unconnected molecules or ions with the total composition C30H32Cl6N4O8, with properties calculated with ωB97M-V/def2-TZVPD.

The SMILES is O=[N+]([O-])c1ccccc1.O=[N+]([O-])c1ccccc1.O=[N+]([O-])c1ccccc1.O=[N+]([O-])c1ccccc1.ClCCCl.ClCCCl.ClCCCl. Its HOMO-LUMO gap is 0.325 Ha. The total energy is -129090.4874 eV. Its energy above the lowest of the compared OMol25 structures with the same formula, charge and spin is 63.58 kcal per mole. For the largest force on an atom, the calculation gives 7.1 eV Å⁻¹.

Geometry as XYZ:
```
80
Properties=species:S:1:pos:R:3:forces:R:3
Cl 26.559 -8.760 -0.616 0.16 0.29 0.56
C 28.317 -9.144 -0.785 -0.27 0.47 0.79
C 28.323 -10.040 -1.951 0.62 -0.23 -0.44
Cl 30.040 -10.590 -2.199 -0.64 0.22 -0.26
H 28.736 -9.673 0.071 -0.41 0.30 0.33
H 28.831 -8.192 -0.922 0.01 -0.23 -0.11
H 27.885 -9.482 -2.779 0.54 -0.57 -0.41
H 27.727 -10.924 -1.723 0.12 0.05 -0.27
Cl 21.134 -10.047 -5.527 -0.96 -0.15 -0.06
C 21.961 -10.812 -4.159 0.79 0.47 0.03
C 23.208 -9.933 -3.931 -0.22 -0.92 0.91
Cl 24.211 -9.798 -5.352 0.54 0.10 -0.91
H 22.162 -11.847 -4.434 0.41 0.18 -0.15
H 21.342 -10.884 -3.264 -0.18 0.45 -0.15
H 23.879 -10.386 -3.201 -0.27 0.02 0.34
H 22.948 -8.921 -3.620 -0.18 -0.20 0.02
Cl 21.769 -9.115 3.940 1.12 1.10 -0.28
C 22.912 -7.752 3.455 0.13 1.27 -0.78
C 24.332 -7.806 4.050 -1.00 0.24 -0.08
Cl 25.175 -6.138 3.825 -0.93 -1.80 0.20
H 22.498 -6.775 3.703 -0.49 -0.36 0.90
H 22.915 -7.604 2.375 0.12 -1.04 -0.20
H 24.934 -8.588 3.588 0.17 0.39 0.19
H 24.141 -8.004 5.105 0.86 0.23 0.07
C 15.988 -12.590 1.522 -0.58 -0.61 1.08
C 15.791 -13.366 0.422 0.41 -0.24 -1.56
C 16.596 -13.202 -0.719 -0.55 -1.09 0.88
C 17.667 -12.308 -0.692 -0.77 -1.31 -1.40
C 17.913 -11.611 0.454 0.03 0.70 1.69
C 17.065 -11.774 1.588 1.45 1.32 -1.17
N 18.544 -12.213 -1.940 1.12 0.68 0.22
O 19.358 -11.285 -1.902 -1.02 -1.00 -0.17
O 18.466 -13.018 -2.870 -0.47 0.96 1.70
H 15.338 -12.748 2.369 0.01 0.20 0.20
H 15.047 -14.146 0.498 -0.15 0.02 -0.51
H 16.410 -13.935 -1.490 0.34 0.43 -0.54
H 18.753 -10.944 0.582 0.09 -0.04 -0.40
H 17.258 -11.197 2.480 0.17 0.05 -0.01
C 25.460 -11.050 1.788 0.84 -1.92 -2.44
C 25.622 -11.739 0.524 -0.83 1.45 2.47
C 24.507 -12.354 0.015 -2.01 -0.91 -1.14
C 23.232 -12.435 0.670 3.47 1.11 0.03
C 23.204 -11.839 1.930 -2.47 -1.44 -0.31
C 24.266 -11.211 2.451 2.61 1.59 1.16
N 21.975 -12.831 0.002 3.95 1.81 -3.96
O 21.080 -12.692 0.695 -5.84 -0.47 4.06
O 21.862 -12.915 -1.230 1.32 -0.88 0.72
H 26.338 -10.534 2.148 -0.24 0.22 0.45
H 26.580 -11.650 0.034 -0.22 -0.28 -0.34
H 24.494 -12.757 -0.987 0.33 -0.11 -0.15
H 22.370 -11.833 2.617 -0.57 -0.29 -0.56
H 24.219 -10.782 3.441 -0.36 0.02 0.13
C 25.125 -15.073 -2.057 -2.21 -0.31 -1.99
C 24.544 -14.302 -3.132 1.86 -0.68 0.80
C 25.347 -13.395 -3.815 -0.01 0.12 0.47
C 26.698 -13.233 -3.469 -1.56 -1.55 1.47
C 27.214 -14.111 -2.469 1.36 1.92 -1.02
C 26.462 -15.040 -1.797 -0.28 0.21 -0.52
N 27.472 -12.201 -4.148 -0.22 0.58 0.60
O 26.914 -11.069 -4.243 1.95 -2.77 -0.41
O 28.591 -12.578 -4.488 -1.11 1.56 -0.14
H 24.516 -15.831 -1.585 -0.20 0.03 0.13
H 23.581 -14.471 -3.589 -0.35 -0.12 0.77
H 24.850 -12.826 -4.586 0.43 0.27 -0.26
H 28.231 -14.044 -2.113 0.39 0.28 -0.60
H 26.959 -15.787 -1.195 -0.13 0.25 0.44
C 24.981 -13.931 8.815 -1.05 -1.87 1.06
C 24.302 -13.590 7.687 1.04 3.35 -2.06
C 24.739 -12.363 7.085 -1.20 -1.20 -1.11
C 25.728 -11.558 7.589 0.62 -0.85 1.07
C 26.304 -11.900 8.787 0.42 -2.01 1.39
C 25.926 -13.155 9.406 1.00 3.14 -0.58
N 26.298 -10.453 6.834 0.56 2.70 -1.64
O 27.280 -9.796 7.207 -1.23 -1.81 0.63
O 25.744 -10.142 5.777 -0.18 -0.87 0.61
H 24.724 -14.842 9.335 -0.06 -0.26 -0.03
H 23.533 -14.093 7.120 0.04 -0.52 0.55
H 24.346 -12.089 6.116 -0.24 0.04 -0.03
H 27.114 -11.300 9.174 -0.07 0.05 0.20
H 26.313 -13.452 10.369 0.32 0.11 -0.11
```
Positions in Å, forces in eV/Å.

(4)
Below is a molecular structure, C30H32ClHfN3SSi2, with properties calculated with ωB97M-V/def2-TZVPD.

Its HOMO-LUMO gap is 0.222 Ha. The total energy is -76503.2579 eV. Its energy above the lowest of the compared OMol25 structures with the same formula, charge and spin is 66.33 kcal per mole. For the largest force on an atom, the calculation gives 5.2 eV Å⁻¹. As for the net charge: +2.

Geometry as XYZ:
```
70
Properties=species:S:1:pos:R:3:forces:R:3
C 3.317 -0.885 3.039 -0.25 -0.04 -0.68
C 1.988 -1.295 2.785 0.51 -1.19 -0.65
C 1.918 -1.759 1.424 0.67 -0.78 1.00
H 1.191 -1.435 3.517 0.30 0.38 -0.30
C 3.214 -1.537 0.812 -0.16 -1.04 1.06
C 4.055 -0.964 1.822 -0.50 -1.29 0.15
H 5.134 -0.823 1.728 -0.50 0.32 -0.10
H 3.720 -0.622 4.020 -0.21 0.21 -0.42
H 1.195 -2.486 1.069 0.09 0.62 0.18
H 3.518 -1.899 -0.168 -0.03 0.12 0.25
Hf 2.139 0.493 0.837 1.55 1.80 0.90
Si -0.096 -0.885 -0.935 -3.56 -2.32 -2.96
C -1.886 -1.325 -0.463 0.43 -0.27 0.39
C -2.959 -0.762 -1.181 -0.07 0.27 0.10
H -2.775 -0.008 -1.954 0.00 -0.40 0.07
C -4.272 -1.181 -0.954 0.10 0.30 -0.16
H -5.085 -0.732 -1.528 0.19 -0.17 0.13
C -4.537 -2.155 0.000 0.21 -0.18 0.16
H -5.562 -2.478 0.182 0.26 0.07 0.00
C -3.479 -2.728 0.708 -0.07 -0.01 -0.02
H -3.683 -3.470 1.477 0.03 0.05 -0.22
C -2.160 -2.339 0.454 -0.31 0.34 0.03
H -1.338 -2.795 1.012 -0.30 0.01 -0.10
C -0.352 -1.219 -2.782 0.65 0.35 -0.41
C -1.139 -2.331 -3.138 -0.30 0.13 -0.23
H -1.461 -3.036 -2.367 -0.05 0.23 -0.24
C -1.590 -2.515 -4.449 0.32 0.06 0.19
H -2.286 -3.327 -4.677 0.33 0.21 0.07
C -1.154 -1.651 -5.461 0.19 0.15 0.33
H -1.508 -1.785 -6.490 0.21 0.11 0.46
C -0.249 -0.635 -5.134 0.05 0.00 -0.08
H 0.139 0.011 -5.923 -0.11 -0.16 0.19
C 0.158 -0.418 -3.805 -0.65 -0.25 -0.62
H 0.847 0.392 -3.576 -0.28 -0.06 -0.28
H 0.751 -2.081 -0.725 0.42 0.71 0.58
Si -2.638 1.866 0.203 2.60 -1.71 0.59
C -1.046 1.922 -0.751 0.08 0.00 0.70
C 0.153 0.932 -0.588 -0.48 -0.05 -0.12
H 0.237 0.937 0.551 -0.20 0.31 0.04
C 1.417 1.276 -1.312 0.82 -0.24 0.60
H 1.947 0.481 -1.870 -0.47 0.41 -0.03
C 1.609 2.603 -1.789 -0.47 0.30 0.41
H 2.581 2.886 -2.211 -0.47 -0.16 0.00
C 0.578 3.522 -1.727 0.99 0.52 -0.29
H 0.743 4.550 -2.066 -0.06 -0.47 0.08
C -0.708 3.167 -1.286 -0.78 -0.87 0.62
H -1.503 3.915 -1.325 0.25 -0.09 -0.14
C -2.982 0.811 1.686 -0.73 -0.70 -0.30
C -2.035 0.017 2.346 0.03 0.00 -0.06
H -1.008 0.021 1.987 -0.28 -0.07 0.32
C -2.390 -0.792 3.422 0.04 0.16 -0.06
H -1.617 -1.369 3.937 -0.32 0.18 -0.12
C -3.729 -0.891 3.807 0.03 0.00 0.16
H -4.011 -1.528 4.657 0.13 0.32 -0.50
C -4.707 -0.187 3.102 -0.25 0.11 0.10
H -5.767 -0.289 3.371 0.55 0.05 -0.12
C -4.340 0.662 2.061 0.47 0.21 -0.01
H -5.091 1.216 1.502 -0.10 -0.09 0.26
H -3.035 3.176 0.516 -1.06 1.42 -0.50
Cl 0.944 1.483 2.658 -0.34 1.05 0.55
N 3.697 1.956 2.137 0.45 0.76 0.79
N 4.962 2.311 1.600 -0.31 0.36 0.15
C 5.227 1.968 0.335 1.51 -0.25 -1.18
N 6.384 2.437 -0.199 -1.19 -0.29 0.40
S 4.268 0.868 -0.578 1.14 1.56 0.12
H 3.882 1.525 3.052 -0.17 -0.30 -0.49
H 3.226 2.817 2.434 -0.21 -0.04 -0.56
H 5.477 3.070 2.060 -0.28 -0.50 -0.27
H 6.595 2.200 -1.159 0.03 0.05 0.18
H 6.964 3.128 0.263 -0.12 -0.22 -0.10
```
Positions in Å, forces in eV/Å.

> Among the records above, which one has the lowest largest force on an atom?

C30H32BaN11O8PS5

> Which of these has the lowest energy above the lowest of the compared OMol25 structures with the same formula, charge and spin?

C30H32BaN11O8PS5

> Which value of energy above the lowest of the compared OMol25 structures with the same formula, charge and spin does entry 3 give?

63.58 kcal per mole

> What is the largest force on an atom in the second record?

0.3 eV Å⁻¹